# 1
Below is a structure of composition C2H5N5O at a distorted geometry, with properties calculated with wB97M-V/def2-TZVPD.

Max |F| in eV/Å: 7.5
Frontier orbital gap in eV: 7.84
Energy in eV: -11645.573
Energy above the lowest of the compared OMol25 structures with the same formula, charge and spin in eV: 6.971

XYZ file:
```
13
Properties=species:S:1:pos:R:3:forces:R:3
H 3.77952 -0.69710 0.51000 -3.176 1.528 -1.026
N 1.78246 -0.59672 -0.11152 -1.349 -0.921 -0.154
H -3.22436 -0.56185 0.28844 4.332 -1.496 3.562
C 0.67207 0.00304 -0.14773 -1.900 -2.958 -2.165
H -1.54784 2.26376 0.02798 -0.685 -2.929 -0.123
N -1.66467 -0.07624 -0.30214 0.963 0.983 -4.377
O -2.12303 -0.70461 0.79741 -7.415 -0.142 -0.231
H -0.68147 -1.64489 -0.30049 1.059 0.820 -1.410
N 2.87644 -0.05742 0.37289 5.897 3.280 0.389
N 0.14804 1.22036 0.04849 -1.460 2.441 0.509
C -1.16783 1.15261 -0.06863 4.258 5.929 1.626
N -0.51549 -0.72226 -0.80468 1.148 -3.060 2.045
H 3.24552 0.96903 -0.02839 -1.671 -3.476 1.356
```
Forces are in eV/Å.

Atom charges from the Löwdin analysis, given in e for atoms 1 to 8: number 1, H, carries 0.1287; number 2, N, carries -0.0360; number 3, H, carries 0.2859; number 4, C, carries -0.4063; number 5, H, carries 0.1606; number 6, N, carries -0.3376; number 7, O, carries -0.0642; number 8, H, carries 0.1357

***

# 2
Below is a structure of composition C7H18AlBr4FO5Si2 at a distorted geometry, with properties calculated with wB97M-V/def2-TZVPD.

Net charge: +2
Max |F| in eV/Å: 3.8
Frontier orbital gap in eV: 1.73
Energy in eV: -323001.871
Energy above the lowest of the compared OMol25 structures with the same formula, charge and spin in eV: 3.106

XYZ file:
```
38
Properties=species:S:1:pos:R:3:forces:R:3
H -1.18534 -1.79818 -2.31187 0.495 -1.576 1.984
H -3.85707 -1.31690 -2.16884 -0.295 0.219 -0.158
H -2.48639 0.10817 -0.84708 2.115 -0.155 1.200
Si 1.14202 -2.36108 -1.41382 0.279 1.463 -1.111
O 2.01533 3.90366 1.28852 -0.032 0.019 0.001
Al 3.29797 0.52915 2.90639 0.709 1.054 1.098
O -4.08566 -0.39623 -2.36656 0.427 -0.423 -0.094
H 2.04159 6.46649 -0.64030 0.164 -0.078 0.169
C -1.20898 -1.59815 0.06146 0.057 0.762 -0.275
O 3.20038 4.72591 3.06372 -1.155 -0.190 -2.600
C -1.46620 -0.01206 -0.26565 0.073 -0.335 -0.202
Br -2.42805 -5.47288 2.57063 -0.572 0.212 -0.214
C 2.76532 4.84645 1.93063 1.697 1.149 2.314
C -0.82078 -2.38977 -1.34646 -1.501 1.016 0.470
H -0.29895 -1.66758 0.80975 -2.014 -0.163 -1.182
H -4.32888 -5.99244 1.03957 0.023 0.378 0.289
C 1.52400 4.50458 0.10547 0.088 0.437 0.372
Br -1.48003 -4.31313 -1.32603 0.744 2.271 -0.132
O 2.96388 5.94142 1.14002 -0.144 -1.311 1.144
H 1.48420 -2.50556 -2.84997 -0.171 0.219 0.146
H 0.51333 4.88192 0.29380 -0.229 -0.231 -0.193
H -0.59512 0.38563 -0.94014 -1.624 -0.596 1.238
H -2.18614 -2.08663 0.51312 2.054 0.687 -0.734
C -4.21411 -5.24713 1.83352 0.038 -0.757 0.180
F 1.84027 2.88546 -2.46834 -0.160 0.225 0.843
Si 2.85557 -0.91176 0.45707 -1.090 0.381 -3.614
H 1.48589 3.77869 -0.71140 -0.097 -0.917 -0.990
H 3.35548 5.26916 -0.75661 -0.062 0.008 -0.018
H 2.24118 -0.58894 1.76585 -0.798 -0.285 -0.148
H 3.49082 -2.21486 0.60551 -0.015 -0.221 0.129
H 3.87119 0.14940 0.23604 -0.148 0.092 0.396
C 2.50364 5.60257 -0.15471 -0.121 0.585 -1.011
H -1.46648 0.61149 0.73568 -0.055 -1.346 -1.988
Br -5.59403 -5.60895 3.15601 0.566 0.459 -0.610
Br -4.44156 -3.49974 1.00943 0.046 -0.311 0.238
O 1.73413 -0.79068 -0.89335 0.922 -2.854 2.191
H -3.93162 -0.31636 -3.31994 -0.178 0.097 0.196
H 1.74923 -3.50113 -0.74112 -0.038 0.016 0.673
```
Forces are in eV/Å.

Atom charges from the Löwdin analysis, given in e for atoms 1 to 8: number 1, H, carries 0.1124; number 2, H, carries 0.0255; number 3, H, carries 0.0808; number 4, Si, carries 0.5773; number 5, O, carries 0.0610; number 6, Al, carries 1.0040; number 7, O, carries -0.0531; number 8, H, carries 0.1563

***

# 3
Below is a cluster of 3 separate species, C18H15F3 in total, with properties calculated with wB97M-V/def2-TZVPD.

Max |F| in eV/Å: 0.6
Frontier orbital gap in eV: 9.97
Energy in eV: -27061.492
Energy above the lowest of the compared OMol25 structures with the same formula, charge and spin in eV: 0.000
SMILES: Fc1ccccc1.Fc1ccccc1.Fc1ccccc1

XYZ file:
```
36
Properties=species:S:1:pos:R:3:forces:R:3
C -3.85233 -1.68933 1.81830 0.063 0.457 0.169
C -4.79299 -0.73532 -0.20092 0.207 0.282 -0.052
C 2.16663 -3.16534 -1.49596 -0.118 -0.234 0.070
H 0.44393 -4.45696 -1.21386 0.254 -0.093 -0.095
H -1.16621 -2.65469 -1.33197 -0.019 0.070 0.010
H 4.10809 4.31445 2.82232 0.075 0.030 -0.035
C 4.02652 2.59922 1.51385 0.165 -0.008 0.018
C 3.40710 3.04169 -0.75708 0.421 0.099 0.075
C 2.59250 -1.85546 -1.65354 0.261 -0.188 -0.208
C 1.64807 -0.85283 -1.66137 0.096 0.036 0.087
C 0.30144 -1.11374 -1.53222 -0.153 0.442 -0.287
H -4.61206 -0.19089 -1.11969 -0.080 -0.047 0.005
H -7.19384 -2.18281 1.69411 -0.044 0.161 -0.026
H 2.89000 -3.97021 -1.47816 0.040 0.047 -0.008
H 4.27434 1.89920 2.30145 0.006 -0.018 -0.025
C 3.79454 2.14493 0.22215 -0.279 -0.184 0.364
C 3.95551 3.95048 1.81500 -0.023 -0.016 0.185
H 3.85498 1.08519 0.01547 -0.034 0.025 -0.084
C -5.12212 -2.09474 2.19377 -0.238 0.068 -0.053
H 3.17652 2.67987 -1.74834 -0.023 0.090 -0.055
F -2.49349 -0.57884 0.25741 0.068 0.071 -0.030
F 3.62014 6.15545 1.08015 -0.024 0.006 -0.049
C -6.22251 -1.81430 1.38980 0.011 -0.351 0.043
C 3.65662 4.83592 0.80156 -0.039 -0.077 0.015
C -3.71998 -0.99300 0.63286 -0.236 -0.306 -0.104
C -6.06226 -1.13717 0.18949 0.177 -0.090 0.131
C 0.81586 -3.45200 -1.36519 -0.159 -0.073 0.003
H 3.63964 -1.64170 -1.82410 -0.031 0.158 0.141
H -5.27481 -2.61425 3.13021 0.083 -0.030 0.006
H -6.91423 -0.92482 -0.44081 -0.011 -0.007 -0.025
H -0.40378 -0.29348 -1.56792 0.002 -0.028 0.076
F 2.06179 0.42931 -1.79340 -0.089 -0.129 -0.070
C -0.11218 -2.42678 -1.41904 -0.117 -0.044 0.267
H -2.99355 -1.79788 2.46767 0.015 -0.212 -0.085
H 3.12503 5.09766 -1.26684 -0.001 0.149 0.183
C 3.37710 4.40316 -0.47515 -0.225 -0.057 -0.553
```
Forces are in eV/Å.

Atom charges from the Löwdin analysis, given in e for atoms 1 to 8: number 1, C, carries -0.0169; number 2, C, carries -0.0187; number 3, C, carries -0.0847; number 4, H, carries 0.1017; number 5, H, carries 0.1034; number 6, H, carries 0.1163; number 7, C, carries -0.0827; number 8, C, carries -0.0835

***

# 4
Below is a cluster of 9 separate species, C46H77NO19 in total at a distorted geometry, with properties calculated with wB97M-V/def2-TZVPD.

Max |F| in eV/Å: 4.8
Frontier orbital gap in eV: 9.33
Energy in eV: -89341.988
Energy above the lowest of the compared OMol25 structures with the same formula, charge and spin in eV: 3.231
SMILES: COCCCCCCCCCCCCNC(=O)O.O=C1CCCO1.O=C1CCCO1.O=C1CCCO1.O=C1CCCO1.O=C1CCCO1.O=C1CCCO1.O=C1CCCO1.O=C1CCCO1

XYZ file:
```
143
Properties=species:S:1:pos:R:3:forces:R:3
C 0.28195 -6.69554 2.96254 0.167 -0.522 0.195
H 7.82902 -0.62614 6.01283 -0.354 0.094 0.091
C 5.95135 4.83449 -3.01468 0.530 -0.412 -0.018
C 1.45472 2.78996 -6.83161 -0.064 0.523 -0.049
H -3.02713 3.60691 -0.16130 0.065 0.708 -1.349
H -1.16300 2.20198 -7.76995 0.012 -0.007 0.069
C -0.35814 -7.38159 1.77867 -0.281 -0.624 -0.122
H 1.76139 2.14457 -7.65830 0.091 -0.035 0.118
C -7.93316 3.03975 -2.21133 0.185 0.181 0.410
H 5.88937 6.82116 -2.13040 -0.048 -0.033 -0.010
H -0.29639 4.92291 -1.77775 0.127 -1.641 0.718
H 2.50372 -0.75897 -1.29020 0.580 1.529 0.001
O -0.02849 -5.30388 2.80473 -0.245 0.525 -0.443
H 5.26107 5.53113 -1.08212 -0.164 0.153 -0.158
C 5.33616 5.87729 -2.11294 0.322 0.044 0.531
H 2.33569 -7.17231 7.93095 0.043 0.088 -0.069
O 7.24615 4.46191 -0.10868 0.279 0.341 0.579
C -8.29986 2.05947 -0.98770 -0.954 0.476 -0.014
C -6.38394 3.05649 -2.61009 0.143 0.543 0.300
C -1.69525 3.17806 -1.91518 0.359 0.456 0.976
H 5.08370 3.91606 1.43572 0.182 -0.260 -0.205
H 0.97796 3.43602 -3.34831 -0.223 -0.597 1.651
H 0.07734 1.05859 -1.81679 1.468 0.669 0.012
C -8.89467 0.63816 -1.42555 0.878 -0.409 0.962
H -0.17794 3.71445 -0.33199 0.056 0.192 -1.567
N -7.30642 -1.43189 -1.48077 2.039 0.523 -1.102
C 5.31745 5.14679 -4.35413 0.234 -0.387 0.288
H 3.43905 -5.80545 7.73447 -0.104 -0.019 -0.077
C 7.59771 4.94082 3.27755 0.170 0.122 0.641
C 2.97361 -6.64467 7.21499 0.108 0.208 0.595
O -4.49943 -0.05821 0.93985 -0.304 -0.476 0.278
C -3.94793 -0.89079 1.61586 -0.076 0.687 -0.237
C 6.15014 4.51300 3.22569 -0.525 -0.027 0.485
O 6.82389 1.86535 6.37337 0.338 0.155 -0.815
O 3.47895 -9.16347 4.82555 -0.593 0.617 0.115
C 7.82237 1.04538 3.18980 0.206 -0.093 -0.481
O -5.88990 -6.18106 0.79050 0.558 -0.173 0.347
C -3.90074 -5.42905 -0.21209 -0.132 0.507 -0.035
C -3.64765 -2.50537 3.19530 0.167 -0.359 0.439
H -7.43587 1.97788 -0.22456 -1.193 -0.085 -1.420
C 2.15718 -6.22396 6.01486 -0.272 0.484 0.099
H -4.05312 4.00855 -3.15227 0.029 0.341 1.802
H 1.49357 1.09757 -3.00974 -0.746 0.697 1.881
O 7.52264 1.99444 4.22271 -0.007 -0.190 0.365
C 7.19960 1.32724 5.36591 -0.631 0.166 1.037
H -6.49623 -6.06646 -1.17789 0.022 0.010 0.068
H 2.61160 -5.38781 5.47489 -0.033 -0.051 0.000
H 1.36804 -6.81117 2.97245 -0.133 0.055 0.008
O -3.94400 -6.91975 1.68811 -0.598 0.273 -0.129
H -8.59807 2.83580 -3.12760 0.982 0.106 1.345
C -4.16859 4.27122 -2.03544 -0.667 -0.240 1.270
H -8.49533 -0.73076 -3.14956 1.108 0.560 1.398
C 0.31346 3.70465 -7.22204 0.119 0.568 -0.307
H -7.13361 -4.79051 -0.11709 0.033 -0.235 0.118
H -4.94874 2.45391 -0.88708 -0.904 1.496 -0.643
H -6.22906 3.88230 -3.40326 -0.348 -1.274 1.186
C -0.90024 2.85304 -6.93075 -0.424 0.203 -0.296
H -1.48974 -2.66926 2.91112 -0.165 -0.059 -0.071
O 7.96675 5.18600 1.91322 -0.226 -0.110 -0.652
H 5.85372 3.89423 4.07330 0.131 0.109 -0.040
O 2.13743 -7.36787 5.15222 0.306 -0.437 0.153
C 7.12465 4.50819 1.08988 0.200 -0.296 -0.703
H -1.99694 -0.36654 2.28763 -0.034 0.076 -0.145
C 3.19636 -8.17233 5.44538 0.618 -0.808 -0.539
H 7.73464 5.85066 3.86452 0.144 -0.012 -0.245
C 1.09073 1.55063 -2.02664 0.486 0.565 -1.227
H 8.64202 1.42012 2.57374 -0.167 0.194 0.090
C -0.31032 -5.05032 1.49954 0.182 0.556 -0.544
H -2.02918 -1.16126 0.67788 -0.045 0.314 0.095
H -3.06184 -4.84946 0.17436 0.128 -0.331 -0.080
H 5.50334 5.39615 3.20999 0.078 -0.064 0.006
H -2.36802 5.11295 -1.01526 -0.649 -1.633 -0.141
H -5.06518 -3.63841 -0.01708 -0.019 -0.060 -0.060
H 3.43635 0.39970 -2.36593 -0.692 0.161 1.283
H 5.18215 4.24697 -4.95411 -0.083 0.293 -0.211
H -4.94036 -0.40885 -1.61490 0.066 -0.827 0.395
O -0.52696 2.03352 -5.81673 0.421 -0.151 0.305
H 6.33031 2.74641 1.97850 -0.104 0.106 -0.181
H -3.57433 -6.09103 -1.01802 0.092 -0.013 0.094
H -5.99369 2.09389 -3.08039 -0.779 1.130 0.493
H 2.30535 3.35121 -6.44456 0.075 -0.303 -0.019
H 6.93544 0.92095 2.56188 0.046 -0.068 0.066
H -1.41022 -7.59245 1.99583 0.108 0.048 -0.040
H 1.13610 -5.95374 6.28967 0.035 -0.100 -0.255
H -9.88523 0.73172 -1.97859 1.383 0.112 0.663
C 0.82831 1.94483 -5.75620 0.568 -0.611 0.255
H -2.47348 -3.28246 1.58239 -0.060 0.207 0.210
C -6.11326 -1.83506 -2.27048 -0.300 -1.595 -1.602
H 1.92740 3.60134 -1.77360 -1.335 -0.825 -0.864
O 4.02365 6.10704 -2.64211 -0.349 -0.096 -0.578
O 2.06460 1.32718 -0.95729 0.234 -0.950 -1.042
H 5.64612 3.83547 -2.68823 0.065 0.119 0.036
H 4.24098 -8.40061 7.31319 0.221 -0.021 -0.309
H -5.92735 4.06906 -0.62213 0.802 -1.160 -0.849
H 7.04152 4.86523 -3.02669 -0.121 0.024 0.128
H -1.80853 3.19115 -3.05668 0.187 -0.010 1.618
H 9.25266 -0.19901 4.19326 -0.098 0.002 -0.073
C -6.25393 -5.39230 -0.35111 -0.446 0.228 -0.332
O -0.52703 -3.94842 1.05982 0.529 -0.620 0.392
H 4.85832 -7.10377 6.23633 0.024 -0.158 -0.007
C -5.04451 -4.53663 -0.64331 0.145 0.517 -0.407
H 6.34762 -0.58807 4.99954 0.015 0.039 0.151
C -2.40288 -2.50175 2.34081 0.143 -0.141 0.234
O -6.18310 -2.54604 -3.29856 0.357 2.667 3.964
H 8.24717 4.16012 3.67936 -0.077 0.102 -0.062
H -9.11366 0.06563 -0.44637 0.172 0.757 -1.529
O -4.60163 -1.71780 2.47335 -0.184 0.419 -0.518
C 2.99522 0.28761 -1.31561 0.498 -1.186 0.061
H 3.88970 0.24262 -0.58636 -1.592 0.401 -0.912
C -7.89332 -0.28002 -2.27319 -0.993 0.020 -1.044
C 6.06647 3.80081 1.89321 -0.349 0.349 0.314
H -3.48285 -2.04382 4.17380 -0.073 0.016 -0.044
C 0.97589 3.13573 -2.23700 0.125 0.320 0.939
C -0.26531 -6.32382 0.69930 -0.289 -0.449 0.163
H -0.12000 -7.05652 3.90993 0.104 0.266 -0.037
H 0.68424 -6.37258 0.16081 -0.085 0.129 -0.078
C -2.46573 -1.14175 1.67648 0.152 -0.505 -0.069
H -1.10464 -6.38183 0.00646 0.243 0.225 -0.113
O 1.42277 1.25344 -4.96868 -0.680 0.226 -0.642
H -1.76986 2.09241 -1.52916 0.086 1.643 -0.823
H -6.97519 -1.08844 -0.56086 -0.141 -0.088 -0.723
H -4.03987 -3.51343 3.34219 -0.191 0.192 -0.011
H -1.76993 3.45720 -6.66685 0.022 -0.247 0.131
H 5.88412 5.89920 -4.90797 -0.116 -0.050 -0.098
C 3.99172 5.73186 -3.94762 -0.554 0.289 -0.663
H 0.31221 4.58661 -6.57386 0.005 -0.083 -0.076
C -0.26213 3.81090 -1.46883 -0.561 -0.419 -1.267
C 3.96764 -7.61398 6.61049 -0.215 0.146 0.489
C -4.53491 -6.25398 0.87443 0.401 -0.614 0.301
O 3.04096 5.88581 -4.67294 0.169 -0.024 0.702
H -9.14618 2.59129 -0.40509 1.270 -0.910 -0.816
C -5.38754 3.40153 -1.38018 0.271 0.404 -1.476
H -4.52166 5.36813 -1.94917 0.708 -1.645 -0.390
H 0.36024 4.04817 -8.25675 -0.084 -0.046 0.081
C 8.19482 -0.22728 3.91384 0.292 -0.567 -0.135
H -4.98296 -4.21861 -1.68479 -0.080 -0.057 0.106
C -2.82310 4.06542 -1.18637 0.423 0.599 -0.744
H -8.21637 4.10333 -1.85723 0.606 -1.547 -0.649
H -7.01530 0.27246 -2.74777 -1.412 -0.106 0.607
C 7.33835 -0.15665 5.16071 0.446 -0.245 -0.211
H 8.02866 -1.12583 3.31753 0.020 0.134 -0.026
O -4.86004 -1.37840 -1.76665 -2.059 -0.104 -1.095
H 0.12564 -8.32310 1.51381 0.034 0.095 0.110
```
Forces are in eV/Å.

Atom charges from the Löwdin analysis, given in e for atoms 1 to 8: number 1, C, carries -0.1617; number 2, H, carries 0.1308; number 3, C, carries -0.1687; number 4, C, carries -0.0737; number 5, H, carries 0.1103; number 6, H, carries 0.1277; number 7, C, carries -0.1456; number 8, H, carries 0.1351

***

Which value of max |F| does entry 4 give? 4.8 eV/Å

***

Look up the frontier orbital gap of the first one. 7.84 eV